[1]
51
Properties=species:S:1:pos:R:3 method="wB97M-V/def2-TZVPD" e_lumo_ha="-0.08064 / -0.08067" max_force_ev_per_a=3.2 orbital_gap_ev="3.654 / 3.639"
H -5.56467 -0.98730 -0.64484
C -0.31827 0.13950 2.15926
Cl -1.18807 -2.43120 -3.18484
H 3.48473 -2.26330 -0.63374
C 1.86113 0.49790 3.16716
O 1.41893 5.54950 -0.76464
H -2.86437 4.17580 -1.01184
Cl -1.71147 -2.14460 2.51336
N 2.19693 4.59350 -0.74644
N 0.51463 -0.72640 -0.80964
C -1.58627 -5.15380 0.40216
C 0.62273 2.37700 2.33396
C -2.04957 3.46780 -0.99404
C 0.31073 2.96760 -0.89594
C -1.36957 -5.73050 -0.85934
C 1.42483 -1.69470 -0.73644
C 1.70453 3.27900 -0.82264
H 2.74663 0.09720 3.64196
C -1.51517 -2.94070 -0.59894
C 1.76603 1.86670 2.93396
H -1.29207 1.94780 1.51206
C -1.34887 -0.70150 1.71246
C 2.65983 2.25480 -0.79904
C -0.39317 1.53810 1.94496
N -1.35117 1.19430 -1.02004
H 0.92653 -1.41630 2.99036
C -0.06477 1.59340 -0.93064
C 0.92323 0.55830 -0.84834
H -3.33837 1.75410 -1.18244
Cl -0.98527 -5.59960 -3.53514
H -0.52927 4.96000 -0.81654
C -3.41297 -0.98970 -0.76544
H 0.52963 3.44150 2.17716
N -4.57267 -0.96300 -0.70124
C 3.24703 -0.14280 -0.70764
O 3.41653 4.73870 -0.65434
C 0.84503 -0.35480 2.80906
H 2.55843 2.53110 3.24026
C 2.30233 0.91740 -0.79374
H 4.29773 0.09090 -0.65034
H 1.06643 -2.71560 -0.72474
H 3.69983 2.53890 -0.75724
C 2.80073 -1.43160 -0.68434
C -2.32307 2.11520 -1.07064
Pd -1.51847 -0.89740 -0.66884
C -1.31917 -3.52570 -1.85164
C -1.23167 -4.90690 -1.98234
Cl -1.81367 -6.14510 1.79036
Cl -1.28387 -7.44130 -1.02894
C -0.74037 3.90620 -0.89584
C -1.63857 -3.78840 0.44406

=====

[2]
69
Properties=species:S:1:pos:R:3 method="wB97M-V/def2-TZVPD" e_lumo_ha=-0.01624 max_force_ev_per_a=5.3 de_lowest_kcal_mol=20.3 orbital_gap_ev=6.839
C 0.83689 -3.52365 -2.52081
C 0.93150 -1.08367 0.39422
C 1.87547 -2.99939 -3.30036
H 1.00558 0.53827 -1.91887
H 3.14860 -3.40865 3.09892
C -0.88749 1.83981 -0.60537
C 2.37745 -1.39672 -1.56806
H 3.01919 -0.62389 -1.14390
C 3.22393 1.83968 -2.58041
C 3.22819 -1.89809 1.59498
C -2.51577 2.30069 -2.20628
H -0.19770 -3.43521 -0.63917
C 1.26732 -1.82875 -0.82525
C 0.54578 -2.93864 -1.28120
C 2.63544 -1.91362 -2.83156
S 2.19046 -0.42449 1.31375
H 2.11410 -3.44504 -4.27180
H -3.48025 5.10703 -0.79166
H 3.64179 -2.16255 0.61365
H -4.81731 3.93693 -0.64579
F 4.34940 1.08702 -2.33793
H -2.28761 -2.52295 -0.25454
H 0.28628 -4.42076 -2.84359
C 1.33103 1.24444 -1.16009
C -3.10935 -1.06848 1.19598
H 1.14584 -1.87847 3.49907
C -2.18330 -0.43229 2.30278
H -4.38195 -2.78548 0.97074
F 2.50492 1.17854 -3.54901
S -2.05947 2.81519 0.27719
C -4.24477 -0.09314 0.91854
H 3.47529 -1.52066 -3.41505
C 1.02465 2.27372 1.04024
F 3.61004 3.02466 -3.11342
C -3.69878 -2.36586 1.72235
H -1.80617 -1.20956 2.99871
C 2.63543 3.98527 1.88106
C 1.15962 -2.73635 2.82269
H 0.74202 -3.62357 3.32492
H -4.19582 4.38984 -2.26508
H -4.92103 -0.51495 0.15766
B -0.52352 -0.94314 0.94320
C 2.82959 2.94266 -0.36186
C -3.92791 4.20437 -1.22401
F 3.24620 5.05375 1.29180
H -3.83612 0.85789 0.56739
O -0.97242 0.10830 1.80103
C -2.46756 -1.43879 -0.16575
H -4.81966 0.07233 1.83828
H -1.04477 0.64732 -2.42389
C 0.47357 1.72731 -0.15204
H 0.53343 2.14383 2.02152
O -1.18252 -0.88066 -0.31707
C 2.14892 3.04966 0.84344
S -0.06663 -2.61450 1.51218
C -1.42853 1.48066 -1.83457
C 2.45595 2.00487 -1.32352
F 1.65382 4.46496 2.68257
H -4.26058 -2.19990 2.64562
H -2.72849 0.35937 2.83916
H -3.07728 -1.10980 -1.01593
C 2.52593 -3.07379 2.26370
H 3.68746 3.56299 -0.52617
C -2.94478 3.11396 -1.16354
H -2.90158 -3.09414 1.91425
F 3.56387 3.38820 2.68521
H 2.46054 -3.91327 1.55592
H -2.94275 2.28977 -3.20886
H 4.02644 -1.51042 2.25363

=====

[3]
24
Properties=species:S:1:pos:R:3 method="wB97M-V/def2-TZVPD" e_lumo_ha=-0.28446 total_charge=+2 max_force_ev_per_a=4.2 de_lowest_kcal_mol=2.9 orbital_gap_ev=8.146
H -2.25504 0.37114 0.51959
Pb 0.25255 0.19221 -1.28404
H 0.02538 -1.96334 2.32142
H 1.94852 0.25386 2.81383
O -2.18200 3.09337 -1.61123
O 3.13116 2.45185 -1.63582
O -2.80435 -2.20041 -1.59638
C 1.82288 -1.95449 -1.66679
H 0.79947 1.79315 2.80576
C 2.23822 1.75217 -1.54236
C -1.91918 -1.50262 -1.61158
C 0.14458 0.11024 -4.20545
C -1.57586 0.75656 1.29887
C -1.45992 2.23667 -1.67390
H -0.27362 -2.27236 0.52406
C 0.90243 0.66471 2.80237
H 0.16955 0.12446 3.47951
H 1.35407 -1.97341 1.12902
P 0.10797 0.08559 1.30917
O 0.15404 0.11921 -5.32684
H -1.47927 1.86022 1.12601
C 0.27481 -1.71076 1.28868
H -1.85715 0.57147 2.34393
O 2.48076 -2.85947 -1.60781

=====

[4]
79
Properties=species:S:1:pos:R:3 method="wB97M-V/def2-TZVPD" e_lumo_ha=0.00430 max_force_ev_per_a=7.7 orbital_gap_ev=9.038
N -1.75435 3.89926 0.04783
H -3.34900 3.63034 -2.07785
H 2.11289 -0.32645 2.08166
C 0.40537 -0.15424 4.36758
O -3.82065 -1.89769 1.81786
N -2.69497 -0.81429 -0.23728
H 0.45986 -1.79069 5.51230
O -5.33817 -0.30926 -0.50278
O 0.89349 2.35238 -0.24800
H 0.67925 -0.14925 -5.00504
N -0.18580 -0.14835 0.22668
O 0.22959 0.36566 3.26594
H 4.35728 -3.07452 1.53455
C 3.52575 -3.96602 -0.22741
H 1.25765 -1.66951 -4.45699
H -1.59787 3.73614 -2.47292
S -3.35200 -2.02172 0.46230
H -0.21128 -2.99991 -1.13174
F -3.62875 1.25916 -1.11710
H 4.48982 -4.06022 -0.72602
O -2.04254 6.05228 -0.59978
O -4.05647 -2.95252 -0.38859
H 0.31373 -3.29957 3.68246
H -1.48188 -4.09951 -1.51643
H 2.99676 1.71331 1.02830
H 2.11348 3.50642 -3.05145
H 0.38676 -1.00246 0.05144
C 3.62998 2.43380 0.51778
C -0.31336 -0.74541 -3.27669
O -3.95446 0.99464 1.17020
H 1.54479 -0.00810 6.20476
H 4.39872 1.77120 0.10798
Cl 0.41019 -4.25684 -2.98141
H -1.79792 2.94891 -0.27762
H 0.16786 0.90020 6.34263
O 1.63735 -2.06225 0.41019
H -2.73670 5.12200 -2.86773
H -3.05318 -0.61397 -4.15279
H -0.66587 3.23649 1.71784
C 0.88963 0.60887 5.57751
C -0.40314 -4.02941 -1.40909
Cl 0.20499 -5.21521 -0.24900
C -0.22467 -2.35312 3.55364
H 3.99934 3.23530 1.14875
N -1.51846 -1.25072 -2.92801
N 0.25406 -1.46815 4.58427
H -3.41955 -2.00690 -3.22723
H -0.59534 4.98055 1.53095
H 3.70031 3.20187 -1.38923
H 3.87494 -0.76971 2.17090
H -2.11562 4.22622 2.02668
H -0.13031 0.30318 -0.70106
H -1.24407 -2.69177 3.76241
C -2.04578 4.84791 -0.83740
S -4.07705 0.18324 -0.00628
C -1.23122 4.10888 1.39924
H -2.46069 -2.14467 -4.73552
F -1.94877 -2.83430 0.72048
O 0.41177 -0.13763 -2.46611
C 1.69274 2.80320 -1.06525
H -1.82463 -1.02724 -1.98444
H 3.08201 -4.94014 -0.02912
H 0.04043 0.45838 1.01016
N 3.56411 -3.08534 0.91625
H 0.60159 2.51384 -2.88249
H 2.89566 -3.57178 -1.02553
H -1.20413 -0.40768 0.23349
C -2.62419 -1.56852 -3.82948
H 2.65802 -1.45173 3.22545
C 1.26967 3.23687 -2.41962
N 3.01035 2.86647 -0.73863
H -0.32266 -1.55209 -5.32553
H -0.15808 -2.04450 2.51892
C -2.49803 4.29420 -2.21059
C 0.34075 -1.10202 -4.58964
H 0.62577 4.10280 -2.24026
C 2.84298 -1.12135 2.19969
H 1.50036 1.47184 5.32156
C 2.61156 -2.16907 1.15451

=====

[5]
10
Properties=species:S:1:pos:R:3 method="wB97M-V/def2-TZVPD" e_lumo_ha=0.02371 max_force_ev_per_a=4.9 de_lowest_kcal_mol=51.1 orbital_gap_ev=10.941 smiles="NN(O)OC=O"
O -0.73499 0.33126 -0.20195
C -1.71424 -0.00559 0.54265
H -1.51186 -0.29424 1.65120
N 1.23950 -0.76830 -0.22615
O -2.87546 0.04831 0.15170
H 1.23688 -1.59330 0.35068
H 1.13717 -0.91126 -1.24041
H 1.29953 1.28591 -1.12639
N 0.67242 0.40512 0.33752
O 1.25102 1.50208 -0.23885

=====

[6]
21
Properties=species:S:1:pos:R:3 method="wB97M-V/def2-TZVPD" e_lumo_ha=-0.03704 max_force_ev_per_a=4.9 de_lowest_kcal_mol=101.9 orbital_gap_ev=8.408
C 0.11431 0.77767 0.01379
H -0.98615 0.11278 -1.80160
C -0.97276 0.00390 -0.67403
H -0.21596 0.72350 1.09987
C 3.06881 -1.45754 0.05685
O 2.63515 2.72212 -0.27085
C 4.01691 -0.58813 -0.56574
H -2.29768 1.20115 0.34888
H -0.07934 1.91776 -0.23695
N 4.00789 0.63888 -0.46249
H -0.83102 -1.10417 -0.62713
H 1.74089 -0.80436 1.75210
H 4.87250 -1.08064 -0.94107
S 2.80504 1.46280 0.44157
H -3.07649 -0.07143 -0.79126
C 1.74643 -0.88369 0.62601
C -2.32355 0.21964 0.00834
H 0.97294 -1.65254 0.40964
O 3.25310 -2.66681 0.02973
N 1.43929 0.38909 -0.12034
H -2.30032 -0.53278 0.76997

=====

[7]
109
Properties=species:S:1:pos:R:3 method="wB97M-V/def2-TZVPD" e_lumo_ha=-0.18215 total_charge=+3 max_force_ev_per_a=3.4 de_lowest_kcal_mol=98.2 orbital_gap_ev=6.319
N -5.05030 -1.57553 4.82884
C 0.35886 5.78865 1.99456
H -0.72197 3.68624 -5.30699
C -1.85064 5.38576 -9.12351
H -9.72930 -0.71527 3.83527
H 6.25415 2.82424 -1.42282
H -4.42002 -3.23438 7.59424
C -5.17504 -1.67761 6.35608
H -2.87586 3.24563 -7.99398
H 3.06370 6.42528 0.94370
C 4.43630 -5.17124 2.18228
H 5.24994 4.23795 0.61435
H 2.55510 3.35943 -0.56167
C 8.02469 -6.67681 -0.45875
H -5.25359 -0.68698 6.80396
H -0.31523 5.20515 2.62164
H 2.71466 -5.51279 0.96781
C 1.64663 6.33233 2.63436
C 8.97559 -7.68643 -1.21760
H 2.64585 2.41383 2.02400
C -8.99023 -1.48880 4.04391
H 9.84427 -7.08782 -1.49175
H 7.96481 -5.83497 -1.14854
H -3.07262 -4.19727 5.60254
H -0.90480 5.78990 -9.48429
H -4.63878 1.21966 -4.19047
H 6.34156 -4.54260 1.14843
H 5.95803 -4.73942 -1.34206
C 4.22395 -7.05260 0.58201
H -3.55752 0.01830 4.81202
C -3.79871 2.17698 -5.96086
C -3.95912 -3.56877 5.51768
H 8.59192 -7.82381 -2.22856
H -1.13391 2.34993 -6.31963
H 3.77053 5.54759 2.27443
Cl -0.37939 -0.99171 -0.19079
H -4.87944 3.76056 -3.27317
C 5.77319 -5.42920 1.42951
H -3.31254 2.80803 -3.16213
H -3.13067 -2.20402 6.89246
H -4.82220 -4.22201 5.38928
H -2.71482 4.88207 -4.33478
H -5.33708 0.67029 4.92097
N -2.92898 3.42742 -5.92963
H -2.57791 6.19696 -9.15725
H 1.74892 5.90223 3.63068
H -9.27885 -1.99001 4.96782
H -7.37575 -0.32209 3.20123
H -5.69659 2.44129 -4.85147
N 2.36141 4.40921 1.22673
H -4.05947 4.40532 -7.35570
C 5.22896 3.19051 -1.36866
H -0.86724 4.81781 -7.27545
C 0.85319 4.67549 1.00433
H -2.13754 5.97914 -7.16045
C -3.51388 4.26826 -4.75054
H 1.69726 3.52154 3.06671
C 3.16896 4.13178 -0.09825
C -3.01558 4.09334 -7.32318
C 6.61492 -7.33598 -0.11933
H 6.70196 -7.94344 0.78151
H -2.96643 -1.99164 4.36821
H 4.60681 2.58141 0.60612
C 3.45608 -6.10184 1.50763
C -1.87516 5.03163 -7.63107
H -4.75173 -0.06372 3.49726
H -7.59364 -0.19561 4.92563
C 4.63254 3.52725 0.06497
H -4.17069 -2.97561 3.44743
C -6.48310 -1.98308 4.24823
H -0.23791 6.54266 1.48131
H 4.63322 -5.38552 3.23271
N 5.49541 -6.29828 0.22099
H 4.41542 -4.68711 -0.63516
C -4.61829 -0.07437 4.57901
C -4.10372 -2.66423 6.72075
H 6.43762 -6.03860 2.04211
H 4.74983 -5.96650 -1.83188
H -2.20601 4.53106 -9.69911
H 3.05168 5.06854 -0.64306
C -4.64891 2.19158 -4.68379
H 8.51868 -6.38810 0.46900
H 3.47400 3.77317 2.90036
H -4.64562 2.30776 -6.63445
H 0.69180 5.07803 0.00432
C -1.49696 2.93894 -5.47738
H -6.12753 -2.24089 3.25063
H 4.53969 2.40080 -1.66761
H 5.20890 4.11015 -1.95343
H 4.12842 -4.12787 2.11382
H 0.30913 3.74019 1.13590
C -3.90347 -2.54663 4.41318
H -8.86802 -2.33668 3.36992
C 5.15929 -5.39645 -0.99792
C -7.56432 -0.90777 4.10097
C -4.07168 3.25602 -3.80331
H 3.76143 -7.46751 -0.31355
H -6.10054 -2.22011 6.54900
C 2.82086 5.79921 1.80229
H 2.99148 -6.74163 2.25791
H 9.06462 -8.58946 -0.61369
H 6.24740 -7.92388 -0.96040
H -1.56454 2.26191 -4.62581
H 4.56626 -7.86783 1.21944
H -4.24871 4.91177 -5.23431
H 1.52735 7.41578 2.63310
H -6.86618 -2.87246 4.74859
C 2.56284 3.42956 2.41066
H -3.23182 1.27896 -6.20643

=====

[8]
12
Properties=species:S:1:pos:R:3 method="wB97M-V/def2-TZVPD" e_lumo_ha=0.00682 max_force_ev_per_a=5.4 de_lowest_kcal_mol=129.9 orbital_gap_ev=8.523 smiles=Oc1cc(O)n(O)n1
H 2.74716 -0.83323 -0.50507
C -1.35465 -0.20342 -0.09236
H -2.50284 0.95063 -0.25840
O 1.90129 -1.35977 -0.01339
C -0.45221 -1.28424 0.12089
H -0.68465 -2.28767 0.24813
C 0.73805 -0.72741 0.03437
H 1.01911 2.56258 0.53576
O -2.61202 -0.12547 0.08145
O 1.49131 1.67855 0.10723
N -0.82881 0.99611 -0.14533
N 0.53828 0.63333 -0.11328

=====

[9]
66
Properties=species:S:1:pos:R:3 method="wB97M-V/def2-TZVPD" e_lumo_ha="-0.27985 / -0.27268" total_charge=+2 max_force_ev_per_a=0.5 spin_multiplicity=2 de_lowest_kcal_mol=37.3 orbital_gap_ev="5.571 / 5.866"
H 4.52088 -1.48293 -3.58650
H 0.75875 4.21490 -3.10684
C 0.67247 1.35593 5.51414
S 1.77532 -2.67340 -3.38039
H -2.71578 3.30607 -3.29244
O 0.05159 2.06273 -2.12706
H -5.90297 -1.99120 -2.37238
C -0.73276 2.96928 -2.55094
H -1.94309 0.75518 3.64631
C 3.18871 0.56301 2.14101
C 0.09608 -2.73565 -2.93031
C -3.94368 -2.26529 -1.49127
C -0.22672 -1.66931 -2.10104
C -2.50454 -2.39176 -1.98144
H 2.66833 0.60917 1.18408
H 3.93642 2.31843 -0.43952
C 4.38557 -0.66309 -2.89132
C -4.27576 -3.48295 -0.61531
H -4.17732 -4.41655 -1.16960
C -4.89053 -2.22711 -2.70131
H -1.60864 2.49381 3.61593
C 0.06850 1.30100 4.26601
C 5.43843 0.20146 -2.61649
H -1.73991 -0.65735 -0.96490
H 0.05430 1.56580 6.37879
C 1.97556 -1.26808 -2.46092
H 3.88144 0.75625 4.67969
H -2.91739 -4.18536 -3.10581
C -2.15515 -3.47215 -2.82275
H 4.00157 1.29042 2.11024
C 5.27345 1.26431 -1.73591
C 0.89355 1.03593 3.16376
H 6.39432 0.04750 -3.09861
C 2.26946 0.84331 3.28630
H -5.30426 -3.41492 -0.25836
H -0.84326 4.77592 -3.45947
H 1.92482 1.40279 7.82472
N -0.23999 4.06374 -3.07525
N 0.87644 -0.85166 -1.84575
H -5.19125 -0.94625 -0.33795
H -2.42037 1.69351 -2.57735
C -1.52139 -1.48879 -1.62228
C 2.66119 1.19027 7.05322
C 2.81320 0.90520 4.56422
H 3.13200 0.23362 7.28302
H 3.43920 1.95320 7.10037
C 2.97090 0.63130 -1.37596
H -4.93087 -3.18618 -3.21765
Te -0.17118 0.85666 1.35226
C -2.20205 2.75527 -2.51103
H 6.10364 1.92781 -1.53345
H -0.64544 -4.49965 -3.94290
C 3.17058 -0.45402 -2.26242
Re 1.02679 0.92159 -0.88444
C -0.87917 -3.66089 -3.30143
H -3.61658 -3.53393 0.25343
C -4.15303 -0.99574 -0.66554
H -3.52876 -0.98192 0.23158
C -1.41121 1.56327 4.15449
C 2.03627 1.15096 5.68794
H -1.85123 1.65998 5.14423
H -3.95226 -0.09125 -1.24879
I -2.96361 3.45974 -0.64928
H -4.58221 -1.46823 -3.42380
C 4.04628 1.48545 -1.12348
H 3.63637 -0.42916 2.22390